# 1
{
  "formula": "C17H24BrNO9",
  "method": "wB97M-V/def2-TZVPD",
  "elements": ["N", "C", "C", "C", "C", "C", "C", "C", "Br", "C", "O", "O", "C", "O", "H", "H", "H", "H", "H", "H", "H", "H", "H", "H", "H", "H", "C", "C", "C", "O", "C", "O", "O", "H", "H", "H", "H", "H", "H", "C", "C", "C", "O", "C", "O", "O", "H", "H", "H", "H", "H", "H"],
  "coordinates": [[0.5476, 4.0461, -3.2385], [0.2153, 3.3543, -1.9857], [0.9378, 1.9930, -1.8127], [0.0946, 0.8420, -1.3456], [0.4380, -0.4389, -1.1339], [1.7001, -1.2143, -1.0721], [2.9898, -0.5673, -1.5928], [3.1630, -0.4929, -3.1227], [1.9308, -1.6065, -4.1121], [-0.8475, -1.1983, -1.0881], [-1.0306, -2.3216, -1.4319], [-1.8935, -0.3097, -0.8483], [-1.3228, 0.9400, -0.8804], [-1.8302, 1.8808, -0.3456], [-0.0375, 3.6897, -3.9812], [1.5078, 3.8725, -3.5041], [0.5120, 4.0024, -1.1646], [-0.8568, 3.2238, -1.9750], [1.8648, 2.1024, -1.2589], [1.2296, 1.7078, -2.8288], [1.9098, -1.2738, 0.0092], [1.6120, -2.2525, -1.3669], [3.1406, 0.4024, -1.1247], [3.7995, -1.1844, -1.2001], [3.0592, 0.5282, -3.4715], [4.1525, -0.8533, -3.3830], [-4.3390, 1.8617, 1.2981], [-5.4134, 2.7984, 1.7857], [-4.9185, 4.1575, 2.2304], [-5.8749, 4.5240, 3.2332], [-6.3924, 3.3818, 3.7502], [-7.0655, 3.3283, 4.7242], [-6.0270, 2.3169, 2.9998], [-4.7795, 0.9326, 0.9356], [-3.7664, 2.3051, 0.4878], [-3.6586, 1.6014, 2.1096], [-6.2030, 2.9004, 1.0361], [-4.9102, 4.8961, 1.4332], [-3.9286, 4.1085, 2.6905], [4.0037, -4.8297, 2.9564], [3.4214, -4.0917, 1.7777], [1.9332, -4.2804, 1.5742], [1.7973, -4.1432, 0.1541], [2.9809, -4.4879, -0.4129], [3.1498, -4.6574, -1.5729], [3.9418, -4.6018, 0.5364], [5.0595, -4.5914, 3.0773], [3.4812, -4.5582, 3.8736], [3.9259, -5.9064, 2.8057], [3.6734, -3.0281, 1.8291], [1.3304, -3.5319, 2.0831], [1.5925, -5.2769, 1.8635]],
  "mulliken_charge": [-0.664, -0.665, -0.170, 0.832, 0.412, -0.706, -1.003, -0.779, -0.144, -0.278, -0.495, -0.378, -0.001, -0.528, 0.256, 0.260, 0.322, 0.336, 0.250, 0.210, 0.368, 0.782, 0.410, 0.456, 0.354, 0.477, -1.405, 0.566, -0.469, -0.341, 0.624, -0.526, -0.376, 0.370, 0.395, 0.319, 0.233, 0.324, 0.316, -1.526, 0.615, -0.504, -0.316, 0.678, -0.520, -0.364, 0.365, 0.374, 0.366, 0.231, 0.318, 0.337],
  "spin_multiplicity": 1,
  "gap_ev": 9.19
}


# 2
{
  "formula": "C43H92F2N2O14S",
  "method": "wB97M-V/def2-TZVPD",
  "elements": ["C", "C", "C", "C", "C", "C", "C", "C", "C", "C", "C", "C", "C", "N", "C", "C", "O", "O", "C", "S", "O", "O", "F", "C", "N", "C", "C", "C", "C", "O", "C", "C", "C", "C", "F", "H", "H", "H", "H", "H", "H", "H", "H", "H", "H", "H", "H", "H", "H", "H", "H", "H", "H", "H", "H", "H", "H", "H", "H", "H", "H", "H", "H", "H", "H", "H", "H", "H", "H", "H", "H", "H", "H", "H", "H", "H", "H", "H", "H", "H", "H", "H", "H", "H", "H", "C", "O", "C", "C", "O", "C", "C", "O", "C", "H", "H", "H", "H", "H", "H", "H", "H", "H", "H", "H", "H", "H", "H", "C", "O", "C", "C", "O", "C", "C", "O", "C", "H", "H", "H", "H", "H", "H", "H", "H", "H", "H", "H", "H", "H", "H", "C", "O", "C", "C", "O", "C", "C", "O", "C", "H", "H", "H", "H", "H", "H", "H", "H", "H", "H", "H", "H", "H", "H"],
  "coordinates": [[-5.9511, 0.1190, 0.5028], [-5.2750, 0.0299, 1.8753], [-3.7685, -0.1861, 1.7846], [-3.0925, -0.3522, 3.1430], [-1.6222, -0.7934, 3.0491], [-0.6209, 0.2150, 3.6174], [0.7406, -0.3720, 4.0407], [1.9462, 0.5112, 3.6985], [2.4413, 0.6900, 2.2494], [1.5716, 1.6531, 1.4070], [0.7300, 1.1226, 0.2450], [0.1033, 2.2873, -0.5204], [-0.9254, 3.0845, 0.3007], [-0.6811, 4.5418, 0.3216], [0.0689, 4.9423, 1.4520], [-0.7251, 5.0749, 2.7253], [1.2430, 5.1744, 1.3944], [3.7714, 1.2746, 2.3487], [3.8641, 2.4779, 3.0267], [5.3321, 3.3343, 2.4936], [5.5396, 4.4307, 3.3696], [6.3578, 2.4491, 2.0950], [4.7575, 3.9545, 1.1570], [2.7885, -0.6543, 1.5707], [1.6882, -1.5304, 1.3182], [1.8633, -2.9269, 1.6809], [0.5491, -3.7055, 1.6488], [0.4958, -4.8026, 2.7113], [0.1411, -4.2943, 4.1054], [3.5168, -0.3031, 0.3899], [3.5025, -1.1896, -0.7076], [4.3624, -0.5749, -1.7977], [4.0750, -1.1396, -3.1868], [2.7315, -0.7171, -3.7422], [2.3604, -1.5556, -4.7969], [-6.3902, -0.8375, 0.2118], [-6.7511, 0.8602, 0.4890], [-5.2316, 0.3885, -0.2750], [-5.7100, -0.7932, 2.4509], [-5.4649, 0.9417, 2.4505], [-3.3213, 0.6720, 1.2655], [-3.5684, -1.0706, 1.1676], [-3.6681, -1.0667, 3.7392], [-3.1496, 0.6007, 3.6815], [-1.4774, -1.7528, 3.5539], [-1.3945, -0.9663, 1.9890], [-0.4697, 1.0099, 2.8827], [-1.0815, 0.7027, 4.4825], [0.8681, -1.3877, 3.6602], [0.7435, -0.4679, 5.1298], [1.7023, 1.5135, 4.0733], [2.8119, 0.1683, 4.2739], [0.9126, 2.1991, 2.0875], [2.2539, 2.4023, 0.9959], [1.3663, 0.5473, -0.4258], [-0.0760, 0.4591, 0.5814], [-0.3883, 1.9092, -1.4203], [0.9087, 2.9501, -0.8533], [-1.9349, 2.8849, -0.0653], [-0.9064, 2.7504, 1.3422], [-0.1435, 4.8257, -0.4935], [-0.1580, 5.6777, 3.4321], [-0.9067, 4.0887, 3.1638], [-1.6923, 5.5314, 2.5249], [3.0390, 3.1684, 2.8231], [4.0065, 2.3925, 4.1126], [3.4987, -1.1475, 2.2560], [0.7729, -1.1712, 1.5334], [2.5570, -3.3873, 0.9707], [2.3395, -3.0264, 2.6713], [-0.2934, -3.0161, 1.7702], [0.4312, -4.1674, 0.6653], [1.4782, -5.2885, 2.7482], [-0.2094, -5.5805, 2.4096], [0.9388, -3.6726, 4.5212], [-0.7753, -3.6980, 4.0862], [-0.0196, -5.1220, 4.7982], [3.9061, -2.1711, -0.4217], [2.4775, -1.3695, -1.0521], [5.4120, -0.7437, -1.5512], [4.2176, 0.5105, -1.7886], [4.8454, -0.7789, -3.8741], [4.1492, -2.2319, -3.1906], [1.9302, -0.7758, -3.0020], [2.7736, 0.2959, -4.1498], [9.9263, -6.4487, -3.4231], [8.5255, -6.5590, -3.5035], [7.8561, -6.1134, -2.3410], [6.4901, -5.5541, -2.6660], [6.5130, -4.2788, -3.2824], [6.8574, -4.2169, -4.6573], [5.7961, -4.7399, -5.5975], [5.7650, -6.1537, -5.6116], [4.5193, -6.6734, -6.0101], [10.3480, -7.1270, -2.6718], [10.3275, -6.7149, -4.3991], [10.2330, -5.4254, -3.1773], [8.4469, -5.3423, -1.8315], [7.7221, -6.9536, -1.6446], [5.9829, -5.3923, -1.7113], [5.9094, -6.2741, -3.2469], [7.8166, -4.7034, -4.8478], [6.9619, -3.1503, -4.8675], [6.0203, -4.3647, -6.6062], [4.8196, -4.3385, -5.2974], [3.7053, -6.2785, -5.3907], [4.5661, -7.7542, -5.8908], [4.2971, -6.4427, -7.0589], [2.4927, 8.3375, 0.4958], [1.5219, 8.8255, -0.4069], [0.3924, 7.9851, -0.5162], [-0.8665, 8.7696, -0.8036], [-1.3542, 9.4924, 0.3138], [-0.7327, 10.7309, 0.6105], [-1.1649, 11.8707, -0.2830], [-0.5518, 11.7856, -1.5543], [-1.2767, 12.4428, -2.5654], [2.9478, 7.4062, 0.1428], [3.2623, 9.1021, 0.5819], [2.0575, 8.1482, 1.4830], [0.2554, 7.4183, 0.4106], [0.5475, 7.2685, -1.3379], [-1.6496, 8.0424, -1.0331], [-0.7265, 9.4151, -1.6737], [0.3562, 10.6444, 0.6123], [-1.0652, 10.9743, 1.6221], [-0.8833, 12.8151, 0.2045], [-2.2575, 11.8545, -0.3855], [-2.3097, 12.0792, -2.6163], [-0.7790, 12.2328, -3.5101], [-1.2991, 13.5285, -2.4120], [-11.4201, -4.5319, 1.5272], [-10.6921, -4.6776, 0.3316], [-10.2673, -3.4493, -0.2248], [-8.9745, -3.6070, -0.9913], [-7.8288, -3.7739, -0.1744], [-7.6193, -5.0383, 0.4299], [-7.1543, -6.1168, -0.5214], [-8.2231, -6.6014, -1.3086], [-7.8030, -7.1698, -2.5257], [-12.3849, -4.0378, 1.3619], [-11.6015, -5.5311, 1.9186], [-10.8574, -3.9537, 2.2696], [-10.1277, -2.7003, 0.5645], [-11.0310, -3.0717, -0.9195], [-8.8038, -2.6666, -1.5208], [-9.0631, -4.4068, -1.7301], [-8.5011, -5.3742, 0.9801], [-6.8091, -4.8712, 1.1433], [-6.7272, -6.9372, 0.0733], [-6.3597, -5.7138, -1.1625], [-7.1927, -6.4668, -3.1047], [-8.6978, -7.4155, -3.0942], [-7.2212, -8.0861, -2.3692]],
  "mulliken_charge": [-1.031, -0.424, -0.129, -1.276, 1.234, 0.281, -0.308, -2.309, 2.259, -1.074, 0.687, -1.354, -0.139, -0.122, 0.789, -1.549, -0.557, -0.316, -0.432, 1.260, -0.614, -0.564, -0.223, -1.650, 0.588, -0.707, 0.044, -0.820, -0.906, -0.222, -0.426, -0.660, -0.403, -0.174, -0.360, 0.092, 0.347, 0.346, 0.342, 0.272, -0.024, 0.359, 0.423, 0.369, -0.730, 0.015, -0.845, 0.653, -0.492, 0.752, 0.364, 0.675, -0.109, 1.116, -0.205, -0.303, 0.503, 0.659, 0.460, -0.289, 0.287, 0.418, 0.245, 0.381, 0.137, 0.427, 0.647, -0.217, 0.322, 0.299, -0.171, 0.478, 0.313, 0.429, 0.240, 0.112, 0.422, 0.255, 0.314, 0.359, 0.309, 0.373, 0.088, 0.123, 0.284, -0.770, -0.284, -0.574, -0.438, -0.336, -0.524, -0.437, -0.282, -0.758, 0.326, 0.234, 0.339, 0.348, 0.392, 0.379, 0.205, 0.188, 0.436, 0.409, 0.268, 0.325, 0.237, 0.323, -0.672, -0.380, 0.079, -0.536, -0.448, -0.376, -0.578, -0.276, -0.761, 0.289, 0.295, 0.276, -0.215, 0.455, 0.436, 0.192, 0.203, 0.372, 0.407, 0.343, 0.324, 0.233, 0.319, -0.761, -0.283, -0.553, -0.391, -0.355, -0.395, -0.598, -0.277, -0.764, 0.326, 0.234, 0.331, 0.335, 0.390, 0.395, 0.153, 0.176, 0.390, 0.416, 0.341, 0.331, 0.233, 0.322],
  "spin_multiplicity": 1,
  "gap_ev": 9.53
}